## 1
The following is a DFT calculation (wB97M-V/def2-TZVPD) of 3 unconnected molecules or ions with the total composition C5H14O2.

```
! wB97M-V def2-TZVPD RIJCOSX def2/J DEFGRID3
* xyz 0 1
O -1.273 7.085 0.070
O 3.580 1.440 0.907
C -0.985 -2.378 -0.709
C -0.570 -1.308 0.314
C -0.892 0.099 -0.201
C 0.262 -1.430 1.453
C 0.010 -3.472 -0.875
H 0.749 -3.332 -1.788
H -2.075 0.264 -0.100
H -1.232 -1.847 -1.649
H 0.698 -3.335 -0.089
H -0.629 0.439 -1.160
H -0.285 -4.490 -0.943
H -2.263 7.270 -0.185
H 0.248 -2.312 2.260
H -1.864 -2.865 -0.248
H -0.270 0.875 0.423
H -1.220 6.226 -0.369
H 3.197 1.600 0.039
H 3.673 2.416 1.139
H 1.142 -0.944 1.711
*
```

## Properties
LUMO level	0.48	eV
SMILES	C=C(C)CC.O.O
HOMO	-8.344	eV

For each atom in turn, the Mulliken charge in e is:
1. O -0.6467
2. O -0.6333
3. C -0.2968
4. C 0.4939
5. C -1.2380
6. C -0.8773
7. C -1.0529
8. H 0.2138
9. H 0.2361
10. H 0.3251
11. H 0.3479
12. H 0.4130
13. H 0.3232
14. H 0.3312
15. H 0.2211
16. H 0.2387
17. H 0.2850
18. H 0.3155
19. H 0.3104
20. H 0.3235
21. H 0.3666


## 2
The following is a DFT calculation (wB97M-V/def2-TZVPD) of 2 unconnected molecules or ions with the total composition C5H14O2.

```
! wB97M-V def2-TZVPD RIJCOSX def2/J DEFGRID3
* xyz 0 1
O 2.388 -2.115 -1.433
O 2.055 1.451 1.331
C 1.261 0.255 1.546
C 0.512 -0.074 0.276
C -2.097 -0.522 0.233
C -0.958 0.533 0.107
C -1.056 1.263 -1.221
H -2.054 1.782 -1.314
H 0.638 0.431 2.423
H -2.704 -0.543 1.150
H 1.700 1.957 0.599
H -2.877 -0.338 -0.535
H -1.077 1.238 0.952
H -1.856 -1.569 0.097
H -0.251 1.990 -1.165
H -0.950 0.557 -2.015
H 2.051 -0.414 1.844
H 2.093 -2.257 -0.533
H 1.816 -2.652 -1.995
H 0.222 -1.142 0.270
H 1.144 0.167 -0.618
*
```

## Properties
LUMO level	0.73	eV
SMILES	CC(C)CCO.O
HOMO	-10.149	eV

For each atom in turn, the Mulliken charge in e is:
1. O -0.6370
2. O -0.5430
3. C -0.2949
4. C -1.1768
5. C -1.2991
6. C 1.0015
7. C -1.6764
8. H 0.4006
9. H 0.2688
10. H 0.3094
11. H 0.3039
12. H 0.3052
13. H 0.2285
14. H 0.3274
15. H 0.4349
16. H 0.3890
17. H 0.2655
18. H 0.3232
19. H 0.3187
20. H 0.2284
21. H 0.5222


Consider the structures shown above. The least stable of them is 1.